1 | Density functional theory data (wB97M-V/def2-TZVPD) for a 2-piece molecular cluster, C2H7NO4 overall.

Properties
Net charge: 0

The geometry in XYZ format:
```
14
Properties=species:S:1:pos:R:3:mulliken_charge:R:1
C 0.0908 0.5414 0.8294 0.40
C -1.0455 -1.4223 -0.9285 -0.58
N 1.0351 0.5114 -0.2002 -0.07
O -0.0208 -1.2363 -0.0008 -0.64
O 0.5249 1.0091 -1.3307 -0.25
O 0.8536 2.1083 0.9680 -0.63
O 0.4711 -0.0195 1.9987 -0.52
H 1.2803 1.0638 -1.9361 0.40
H 0.1311 -0.9306 1.9982 0.38
H 1.5871 1.9580 1.5841 0.31
H -0.9240 0.8704 0.6318 0.44
H -2.0202 -1.0571 -0.5705 0.27
H -0.8342 -0.9066 -1.8799 0.24
H -1.1291 -2.4899 -1.1636 0.26
```

2 | Density functional theory data (wB97M-V/def2-TZVPD) for a 3-piece molecular cluster, C2H7NO4 overall.

Properties
Net charge: 0
SMILES: O=CNC=O.O.O

The geometry in XYZ format:
```
14
Properties=species:S:1:pos:R:3:mulliken_charge:R:1
O -0.3542 1.7793 1.0945 -0.53
C -0.0486 1.8656 -0.0699 0.06
N 0.9238 1.0472 -0.6095 -0.12
C 1.4704 1.1142 -1.8970 0.11
O 1.1220 2.0570 -2.5818 -0.52
H -0.4755 2.4934 -0.8634 0.36
H 1.0651 0.1232 -0.1734 0.27
H 1.9453 0.2614 -2.3215 0.37
O -1.6592 -1.4665 2.2649 -0.72
H -1.8655 -0.5409 2.0896 0.35
H -2.3644 -1.9927 1.8654 0.35
O 0.2193 -2.0058 0.0695 -0.65
H -0.4936 -1.8675 0.7228 0.35
H 0.5152 -2.8678 0.4099 0.32
```

3 | Density functional theory data (wB97M-V/def2-TZVPD) for a 3-piece molecular cluster, C2H7NO4 overall.

Properties
Net charge: 0
SMILES: O=CNC=O.O.O

The geometry in XYZ format:
```
14
Properties=species:S:1:pos:R:3:mulliken_charge:R:1
O -0.3854 1.4553 -3.4447 -0.45
C -1.1757 0.8599 -2.7736 0.03
N -0.8253 0.0686 -1.6787 -0.07
C 0.3927 -0.6232 -1.6680 0.13
O 1.1038 -0.9068 -2.5718 -0.43
H -2.2421 0.9228 -3.0115 0.33
H -1.5301 -0.2005 -1.0104 0.25
H 0.6242 -0.8663 -0.5870 0.21
O -0.9432 0.1838 1.6971 -0.63
H -0.7269 -0.7428 1.7717 0.30
H -0.2987 0.6453 2.2579 0.33
O 2.0156 0.0815 3.4370 -0.63
H 2.1364 -0.8395 3.2132 0.31
H 1.8548 -0.0380 4.3690 0.32
```

The computed energies, referenced to the most stable structure and given in kcal/mol, are 1 153.4; 2 0.0; 3 9.3.

1 | Density functional theory data (wB97M-V/def2-TZVPD) for a 2-piece molecular cluster, C4H5Br2N overall.

Properties
Net charge: 0
SMILES: N=C=CBr.C=CBr

The geometry in XYZ format:
```
12
Properties=species:S:1:pos:R:3:mulliken_charge:R:1
N 0.2256 1.7111 1.6886 -0.49
C 0.8622 1.4847 0.6683 0.56
C 1.6517 1.6324 -0.3297 -0.54
Br 0.8194 1.4922 -1.9913 -0.11
H -0.2891 0.8811 2.1259 0.30
H 2.7271 1.1346 -0.3194 0.29
C -1.5157 -1.0834 0.2200 -0.59
C -0.7750 -1.4996 -0.8100 -0.33
Br 0.9837 -2.2876 -0.5673 -0.14
H -1.0516 -1.3141 1.1384 0.38
H -2.4919 -0.6041 -0.0507 0.20
H -1.1465 -1.5473 -1.7727 0.45
```

2 | Density functional theory data (wB97M-V/def2-TZVPD) for C4H5Br2N as an isolated structure.

Properties
Net charge: 0

The geometry in XYZ format:
```
12
Properties=species:S:1:pos:R:3:mulliken_charge:R:1
C 0.9639 0.2107 -0.2543 -0.07
C -0.2008 -0.1004 -1.0788 -0.50
C -0.4608 -0.1550 1.4299 -0.57
C -1.2511 -0.1439 0.0681 0.19
N 0.8317 0.2103 0.9665 -0.52
Br -2.5363 -1.6853 -0.0233 -0.12
Br -2.3613 1.4688 0.0284 -0.07
H 1.8761 0.4426 -0.7749 0.40
H -0.5826 0.7103 -1.8466 0.30
H -0.2982 -1.1036 -1.6021 0.31
H -0.9248 0.6856 2.0253 0.29
H -0.3362 -0.9965 2.0743 0.36
```

The computed energies, referenced to the most stable structure and given in kcal/mol, are 1 46.4; 2 0.0.

1 | Density functional theory data (wB97M-V/def2-TZVPD) for ArH24O12 as an isolated structure.

Properties
Net charge: 0

The geometry in XYZ format:
```
37
Properties=species:S:1:pos:R:3:mulliken_charge:R:1
Ar 0.2779 0.0814 -0.1273 0.00
O 1.8417 2.4343 2.2847 -0.74
H 1.7014 2.4856 3.2302 0.31
H 2.6712 1.9660 2.1902 0.31
O -3.5688 0.9359 0.8937 -0.64
H -2.9614 1.4282 0.3415 0.34
H -3.5616 0.0510 0.5287 0.32
O 1.3957 -0.6459 -3.0798 -0.53
H 1.5410 -1.4233 -3.6189 0.29
H 2.1308 -0.0691 -3.2873 0.27
O -0.0089 0.5373 3.2495 -0.64
H -0.9135 0.8505 3.2512 0.34
H 0.4924 1.2538 2.8602 0.32
O 3.1230 -1.2715 3.2265 -0.64
H 3.4625 -2.1244 3.4975 0.29
H 2.1995 -1.4315 3.0322 0.39
O -1.9908 -1.7797 -3.2520 -0.62
H -1.8636 -0.8319 -3.2097 0.35
H -1.7203 -2.0968 -2.3903 0.32
O 0.4572 3.6877 -0.0453 -0.67
H 1.0535 3.7153 -0.7935 0.33
H 0.9384 3.2061 0.6276 0.31
O 2.3349 -3.3467 -1.1722 -0.61
H 2.7843 -2.5056 -1.0895 0.31
H 1.7732 -3.2441 -1.9405 0.30
O -2.1411 1.2603 -3.4971 -0.68
H -2.1243 1.6776 -2.6358 0.37
H -1.3036 1.4976 -3.8951 0.30
O -0.9636 -3.1290 -0.7863 -0.61
H -0.8266 -4.0634 -0.6296 0.29
H -0.2337 -2.7011 -0.3386 0.28
O 0.4047 -2.1402 3.1254 -0.67
H -0.3922 -2.6248 2.9103 0.31
H 0.1341 -1.2220 3.1273 0.40
O -2.1688 2.8370 -0.9648 -0.66
H -2.6626 3.6562 -1.0026 0.29
H -1.3119 3.0890 -0.6208 0.39
```

2 | Density functional theory data (wB97M-V/def2-TZVPD) for ArH24O12 as an isolated structure.

Properties
Net charge: 0

The geometry in XYZ format:
```
37
Properties=species:S:1:pos:R:3:mulliken_charge:R:1
Ar -0.3131 0.1553 0.2939 -0.01
O -1.2644 -4.0525 -1.7444 -0.62
H -1.1235 -4.8798 -1.2840 0.28
H -0.8526 -3.3936 -1.1853 0.40
O 0.4925 1.2596 4.2194 -0.62
H 0.8189 0.7644 4.9707 0.29
H 0.3874 0.6057 3.5283 0.35
O -3.0797 2.6758 -0.4028 -0.61
H -3.7260 3.0642 -0.9925 0.27
H -3.5727 2.0275 0.1001 0.29
O 0.3287 0.1667 -3.8045 -0.60
H -0.0260 0.1016 -4.6911 0.29
H -0.2379 0.8009 -3.3653 0.32
O -2.3621 -2.9412 2.0398 -0.62
H -1.6003 -3.1150 1.4869 0.41
H -2.9614 -2.4523 1.4758 0.31
O 0.8163 -1.5865 3.0599 -0.64
H 0.3026 -1.9292 2.3285 0.33
H 0.4539 -2.0208 3.8320 0.32
O 2.4377 -2.1946 -0.7229 -0.67
H 3.2562 -2.1693 -0.2274 0.29
H 2.3286 -1.3024 -1.0519 0.33
O 3.2313 0.5425 -1.4944 -0.64
H 3.2529 0.4257 -2.4442 0.33
H 4.1492 0.4998 -1.2264 0.30
O 2.0892 3.3147 -0.8148 -0.64
H 1.2640 3.3850 -1.2946 0.32
H 2.2934 2.3796 -0.8242 0.31
O -1.4478 3.7092 1.8158 -0.60
H -1.5956 3.0862 1.1042 0.28
H -1.4391 3.1715 2.6076 0.32
O -0.0134 -3.0588 0.6448 -0.72
H 0.7932 -2.7805 0.2111 0.30
H 0.0733 -4.0086 0.7262 0.31
O -0.7019 3.0962 -2.2082 -0.58
H -0.9427 3.6273 -2.9673 0.30
H -1.5092 3.0256 -1.6988 0.33
```

3 | Density functional theory data (wB97M-V/def2-TZVPD) for ArH24O12 as an isolated structure.

Properties
Net charge: 0

The geometry in XYZ format:
```
37
Properties=species:S:1:pos:R:3:mulliken_charge:R:1
Ar -9.7325 -4.0657 6.6747 -0.01
O -5.8501 -3.1254 4.8410 -0.65
H -5.1841 -2.4433 4.9269 0.29
H -6.6112 -2.7775 5.3057 0.41
O -11.2880 -7.2547 6.5461 -0.67
H -10.9830 -8.1510 6.4057 0.30
H -10.9265 -6.7601 5.8107 0.31
O -11.2829 -5.9806 3.8463 -0.63
H -11.3679 -6.6253 3.1439 0.30
H -10.4039 -5.6186 3.7347 0.33
O -11.1224 -0.6237 7.8211 -0.61
H -11.6273 -1.4351 7.7674 0.27
H -10.3088 -0.8757 8.2579 0.35
O -8.3305 -1.3318 8.7502 -0.68
H -7.8840 -0.8771 9.4644 0.27
H -8.4066 -2.2369 9.0523 0.42
O -12.9548 -3.2254 5.3626 -0.61
H -13.2127 -2.5571 5.9974 0.29
H -13.5541 -3.9541 5.5243 0.27
O -7.9120 -1.5618 5.8301 -0.68
H -7.9466 -1.7379 6.7703 0.36
H -8.8119 -1.6878 5.5291 0.33
O -8.1871 -3.8790 10.0057 -0.66
H -8.0618 -3.9869 10.9485 0.28
H -8.6284 -4.6820 9.7288 0.34
O -10.7195 -1.2848 4.7782 -0.62
H -11.3224 -1.9933 5.0038 0.32
H -11.1358 -0.4958 5.1255 0.30
O -8.9793 -6.3715 9.2713 -0.71
H -8.8057 -6.5230 8.3423 0.27
H -9.9269 -6.2456 9.3209 0.50
O -12.7202 -3.1218 8.9443 -0.59
H -13.5944 -3.4367 8.7147 0.31
H -12.8202 -2.7552 9.8228 0.28
O -11.5920 -6.0118 9.0691 -0.71
H -12.0575 -5.1897 8.9154 0.34
H -11.5283 -6.4168 8.2041 0.37
```

The computed energies, referenced to the most stable structure and given in kcal/mol, are 1 7.9; 2 16.6; 3 0.0.

1 | Density functional theory data (wB97M-V/def2-TZVPD) for a 2-piece molecular cluster, C4H10O2 overall.

Properties
Spin multiplicity: 2
Net charge: -1

The geometry in XYZ format:
```
16
Properties=species:S:1:pos:R:3:mulliken_spin:R:1
O 1.5896 1.9735 0.5646 0.12
C 0.9616 1.4608 -0.4597 0.81
C 0.3806 0.0568 -0.4470 -0.14
C -1.0658 -0.0753 -0.9108 0.04
C -1.6066 -1.4943 -0.7955 0.03
H 0.4169 2.1472 -1.1349 0.08
H 0.4627 -0.3289 0.5811 0.03
H 1.0080 -0.6403 -1.0373 0.02
H -1.1730 0.3392 -1.9183 0.01
H -1.6610 0.5722 -0.2668 -0.01
H -2.6059 -1.5393 -1.2386 0.00
H -0.9644 -2.2252 -1.2796 0.00
H -1.6559 -1.7819 0.2580 -0.01
H 1.7177 0.8561 2.0144 0.02
H 2.2568 0.5628 3.4305 0.00
O 1.9387 0.1167 2.6399 0.00
```

2 | Density functional theory data (wB97M-V/def2-TZVPD) for a 2-piece molecular cluster, C4H10O2 overall.

Properties
Spin multiplicity: 2
Net charge: -1

The geometry in XYZ format:
```
16
Properties=species:S:1:pos:R:3:mulliken_spin:R:1
C 0.3185 -1.3822 -0.9817 0.63
C 0.1549 -0.0963 -1.7923 -0.02
C -1.2962 0.3885 -1.8271 0.23
C 1.0950 0.9952 -1.2996 0.01
O 1.0175 -1.3812 0.1156 0.19
H -0.5660 -2.0579 -1.0342 0.05
H 0.4367 -0.3159 -2.8256 0.02
H -1.7652 0.2771 -0.8484 -0.06
H -1.4716 1.3996 -2.1852 -0.05
H -1.9065 -0.2885 -2.4410 -0.02
H 0.9075 1.9498 -1.8131 0.00
H 0.9521 1.1241 -0.2321 0.01
H 2.1279 0.7215 -1.4683 -0.01
H 0.0936 -0.2697 6.9780 0.00
H -0.0159 -0.9651 5.6195 0.00
O -0.0823 -0.0990 6.0354 0.01
```

3 | Density functional theory data (wB97M-V/def2-TZVPD) for a 3-piece molecular cluster, C4H10O2 overall.

Properties
Spin multiplicity: 2
Net charge: -1

The geometry in XYZ format:
```
16
Properties=species:S:1:pos:R:3:mulliken_spin:R:1
C -4.8910 0.1672 -1.0138 0.47
C -3.7036 -0.5380 -1.2912 0.14
C -3.5632 -1.4314 -2.3949 -0.01
C -2.5256 -1.5520 -3.2917 0.42
H -5.6885 0.1511 -1.7357 0.00
H -4.7767 0.8496 -0.1823 0.00
H -2.7551 -0.1632 -0.8873 0.00
H -4.5308 -1.8857 -2.5924 -0.01
H -2.6111 -2.0165 -4.2678 0.00
H -1.5906 -1.0293 -3.1105 -0.02
H 5.1061 0.0232 4.6943 0.00
H 5.5219 1.4033 4.9429 0.00
O 5.8382 0.6162 4.4715 0.00
H 6.4427 1.1565 2.5046 0.00
H 6.7681 2.5541 2.2661 0.00
O 6.9591 1.6949 1.8881 0.00
```

The computed energies, referenced to the most stable structure and given in kcal/mol, are 1 0.0; 2 15.8; 3 41.4.